(1)
ORCA calculation (ωB97M-V/def2-TZVPD) on a structure of composition C30H33N3PS6SbTc.

ORCA input file:
```
! wB97M-V def2-TZVPD RIJCOSX def2/J DEFGRID3
* xyz 1 1
Tc 0.41502 -0.21955 -1.05377
C -1.67849 4.04203 0.17368
C -0.69254 3.04229 -0.43318
C 0.75162 3.45637 -0.14188
P -0.98481 1.29556 0.09466
C -2.78435 0.98849 0.12613
C -3.05789 -0.39414 0.71378
C -3.35083 1.13546 -1.28392
C -0.27588 1.18444 1.74484
C -0.63486 1.95453 2.84679
C 0.07800 1.88065 4.03780
C -0.30584 2.70452 5.23377
C 1.17291 1.01825 4.08388
C 1.53673 0.22912 3.00555
C 0.80301 0.29632 1.82072
N 1.03913 -0.57027 0.71415
C 1.76007 -1.77253 1.03383
C 3.09562 -1.91909 0.63782
C 3.82793 -0.82720 -0.08815
C 3.75900 -3.10223 0.96622
C 3.13618 -4.12498 1.67015
C 3.87271 -5.38670 2.02176
C 1.80535 -3.95217 2.04568
C 1.10139 -2.79071 1.75116
C -0.31836 -2.62815 2.21789
H -1.48088 5.03335 -0.23801
H -1.54979 4.11328 1.25391
H -2.72023 3.79903 -0.04109
H -0.85169 3.02474 -1.51199
H 0.91895 3.54618 0.93246
H 0.94280 4.43172 -0.59384
H 1.48359 2.75393 -0.54363
H -3.22507 1.74979 0.77669
H -2.62720 -1.17456 0.07917
H -4.13519 -0.56032 0.76837
H -2.64420 -0.50210 1.71787
H -2.85453 0.43972 -1.97185
H -3.24482 2.14835 -1.68061
H -4.41476 0.89105 -1.27999
H -1.49512 2.61128 2.79081
H -1.27061 3.19035 5.08514
H 0.43490 3.48378 5.42624
H -0.37332 2.08924 6.13213
H 1.74864 0.94909 5.00049
H 2.37667 -0.44779 3.09209
H 3.98660 0.03652 0.56474
H 3.27865 -0.48061 -0.96188
H 4.79899 -1.18344 -0.42956
H 4.79303 -3.21957 0.65922
H 4.81010 -5.46637 1.47220
H 3.27049 -6.27113 1.80443
H 4.11008 -5.41237 3.08772
H 1.30021 -4.73994 2.59670
H -0.64536 -3.51904 2.75222
H -1.00255 -2.45904 1.38564
H -0.41781 -1.77420 2.89295
S 1.57287 0.64688 -2.80053
C 0.02705 0.72121 -3.69462
C -0.64728 1.94138 -3.73617
C -1.88919 2.06548 -4.34238
C -2.56233 3.32646 -4.26511
N -3.09131 4.33886 -4.13110
C -2.47146 0.95970 -4.97645
C -1.77680 -0.24194 -5.00280
C -0.54745 -0.37164 -4.36399
S 0.30313 -1.92168 -4.51114
C -3.75399 1.05828 -5.60241
N -4.79190 1.12750 -6.09292
H -0.19390 2.81975 -3.29767
H -2.20294 -1.08790 -5.52615
S 3.39445 -3.28016 -3.14484
Sb 2.10980 -4.41825 -1.81666
S -0.80462 -2.94511 -3.08762
S 0.05320 -2.52505 -1.24766
S -0.09872 -4.83503 -3.31788
*
```

Summary:
E_LUMO (eV): -4.237
Electronic energy (hartree): -4378.6125

Here are the Mulliken charges for atoms 1 to 4, given in e: number 1, Tc, carries -0.292; number 2, C, carries -1.484; number 3, C, carries 1.594; number 4, C, carries -1.717

---

(2)
ORCA calculation (ωB97M-V/def2-TZVPD) on a structure of composition C9H8NO5RuSe in a non-equilibrium geometry.

ORCA input file:
```
! wB97M-V def2-TZVPD RIJCOSX def2/J DEFGRID3
* xyz 1 5
Ru -0.07377 -0.06742 -0.12343
O 3.08366 -1.56997 2.23679
C 2.08864 -1.05712 1.83308
O 1.21106 -1.43722 1.03327
C 1.75704 0.41782 2.54744
C 0.24285 0.54016 2.76093
C 0.00996 1.68117 3.76345
C 0.31393 2.91860 2.89355
C 0.66679 2.26502 1.54841
O -0.19850 1.12531 1.53173
C 2.05460 1.62816 1.69672
C 2.66821 1.30013 0.17707
O 3.83756 1.49832 0.08086
O 1.80164 0.96251 -0.65365
H 2.34167 0.37834 3.46634
H -0.29530 -0.38997 2.95967
H -1.02640 1.68385 4.10468
H 0.65604 1.58384 4.63397
H -0.56707 3.55389 2.78975
H 1.13392 3.52972 3.26599
H 0.50882 2.88129 0.65979
H 2.81020 2.28569 2.12631
Se -0.55382 -1.26419 -1.99489
C 0.12622 -2.33433 -3.27774
N 0.55779 -3.01401 -4.09319
*
```

Summary:
ΔE to the lowest compared entry with this formula, charge and spin (kcal/mol): 50.5
E_LUMO (alpha / beta) (eV): -7.553 / -8.068
Electronic energy (hartree): -3274.5474

Here are the natural (NBO) charges for atoms 1 to 4, given in e: number 1, Ru, carries 1.354; number 2, O, carries -0.397; number 3, C, carries 0.816; number 4, O, carries -0.701

---

(3)
ORCA calculation (ωB97M-V/def2-TZVPD) on a cluster of 9 separate species, C23H27Cl24NO4S in total in a non-equilibrium geometry.

ORCA input file:
```
! wB97M-V def2-TZVPD RIJCOSX def2/J DEFGRID3
* xyz 0 1
C 3.29760 -1.58096 -1.10694
C 3.66121 -0.16240 -0.60627
C 3.06993 0.85271 -1.61887
C 1.61565 1.14337 -1.15568
C 0.59196 1.23245 -2.31870
C -0.48005 0.12502 -2.21714
C -1.62620 0.45464 -1.27449
C -1.47853 1.50691 -0.36937
C -2.45206 1.85605 0.54883
C -3.63330 1.14165 0.55147
C -3.80938 0.07300 -0.33278
C -2.83023 -0.30056 -1.26142
S -3.06878 -1.68991 -2.37842
C -2.66909 -3.23570 -1.55680
O -2.21724 -1.62767 -3.54211
O -4.45516 -1.69909 -2.76199
C -5.18983 -0.47475 0.02715
O -5.81325 -1.42619 -0.34302
N -5.77133 0.34331 1.05942
C -4.83515 1.33202 1.40555
O -5.00759 2.18421 2.22920
H 3.53918 -1.63575 -2.16905
H 3.86041 -2.32233 -0.53738
H 2.22282 -1.71165 -0.95410
H 3.13202 -0.01722 0.34069
H 4.73036 -0.02434 -0.42984
H 3.64331 1.77998 -1.57681
H 3.09344 0.44072 -2.62902
H 1.27723 0.39234 -0.44048
H 1.65293 2.13221 -0.68709
H 1.12646 1.03683 -3.25014
H 0.08033 2.19267 -2.40152
H -0.92244 0.05789 -3.20917
H -0.02400 -0.84147 -1.98809
H -0.56070 2.07637 -0.31505
H -2.31920 2.66178 1.26212
H -3.55419 -3.57790 -1.03610
H -2.42136 -3.89814 -2.38587
H -1.79291 -3.13021 -0.91556
H -6.63351 0.66744 0.60872
Cl 6.45067 1.41943 -1.52950
C 7.42729 1.58431 -0.06563
Cl 6.46951 1.17120 1.35627
Cl 8.87646 0.58451 -0.15715
H 7.73257 2.61982 0.01886
Cl 0.62959 -4.89965 0.22794
C 0.49370 -3.77124 1.57673
Cl 1.86930 -3.92684 2.66775
Cl 0.35140 -2.11337 0.98494
H -0.40644 -4.00946 2.12702
Cl -3.85374 -6.36820 0.64838
C -3.99534 -5.20590 1.96782
Cl -2.52106 -5.19450 2.94577
Cl -4.35082 -3.59673 1.34375
H -4.81592 -5.51204 2.60316
Cl -11.21876 0.30116 0.18160
C -9.63547 0.23288 -0.58606
Cl -9.77383 0.38809 -2.33317
Cl -8.57685 1.49653 0.06868
H -9.18664 -0.72705 -0.36274
Cl -4.84138 2.23771 -4.54435
C -4.30065 3.35012 -3.29028
Cl -2.96574 2.63701 -2.36844
Cl -3.83334 4.90713 -3.98352
H -5.12481 3.51875 -2.60860
Cl 5.27629 4.81959 4.01285
C 4.32939 4.88118 2.52617
Cl 5.24382 4.20899 1.17454
Cl 2.80281 4.01973 2.72174
H 4.10887 5.91746 2.30707
Cl 11.44782 -1.22575 -0.42338
C 10.84746 -2.87660 -0.21822
Cl 9.13227 -2.98116 -0.60945
Cl 11.78044 -4.00198 -1.20557
H 10.97464 -3.15290 0.82002
Cl 1.30233 1.43483 5.05679
C 1.12881 2.56379 6.40376
Cl 2.46920 2.39173 7.53712
Cl 1.01510 4.22351 5.81718
H 0.21164 2.32658 6.92623
*
```

Summary:
E_LUMO (eV): -0.702
Electronic energy (hartree): -12691.0449

Here are the Mulliken charges for atoms 1 to 4, given in e: number 1, C, carries -0.971; number 2, C, carries 0.244; number 3, C, carries -0.781; number 4, C, carries -0.358

---

(4)
ORCA calculation (ωB97M-V/def2-TZVPD) on a structure of composition C43H52As2N2O4P2Se2V in a non-equilibrium geometry.

ORCA input file:
```
! wB97M-V def2-TZVPD RIJCOSX def2/J DEFGRID3
* xyz 1 3
V -1.07120 -0.34820 -0.00450
O 1.18700 0.01640 1.22720
P 1.46960 0.61310 2.55280
C 0.05100 0.45080 3.70980
P -1.33500 1.39460 2.92710
O -1.28220 1.37100 1.44710
C -2.85570 0.67520 3.61260
C -4.02860 1.01200 2.94630
C -5.22430 0.41310 3.29990
C -5.26220 -0.46930 4.36730
C -4.10790 -0.74970 5.08270
C -2.90110 -0.18810 4.70200
C -1.25560 3.08620 3.55200
C -1.13080 4.13900 2.65810
C -1.17430 5.43940 3.12540
C -1.35710 5.68160 4.47630
C -1.48160 4.62740 5.36790
C -1.43330 3.32680 4.90790
C 1.81880 2.38830 2.49670
C 2.10510 3.12950 3.63830
C 2.37030 4.48080 3.52070
C 2.36250 5.08850 2.27440
C 2.10050 4.34380 1.13720
C 1.83270 2.99170 1.24950
C 2.89640 -0.17000 3.35680
C 4.05580 -0.19400 2.58990
C 5.22720 -0.70100 3.11960
C 5.24080 -1.18760 4.41810
C 4.08210 -1.18460 5.17670
C 2.90850 -0.67060 4.65120
H 0.28530 0.87060 4.68760
H -0.20810 -0.60880 3.80920
H -3.99370 1.74110 2.14650
H -6.11560 0.63400 2.73430
H -6.19580 -0.92710 4.65300
H -4.14220 -1.41910 5.93100
H -2.00300 -0.43780 5.25010
H -1.01120 3.92130 1.60560
H -1.08490 6.26660 2.43920
H -1.42160 6.69500 4.83870
H -1.63450 4.82070 6.41760
H -1.55560 2.49380 5.58610
H 2.14050 2.65390 4.60840
H 2.59630 5.06330 4.40030
H 2.57860 6.14250 2.19230
H 2.11830 4.81780 0.16820
H 1.63830 2.37230 0.38360
H 4.01590 0.19200 1.57780
H 6.12960 -0.70990 2.52820
H 6.15730 -1.56760 4.84140
H 4.09410 -1.57600 6.18360
H 2.01350 -0.66560 5.25680
C 3.78970 0.30090 -2.69650
As 2.11820 -0.21970 -1.74410
C 2.57050 -2.13800 -1.52680
C 0.94550 -0.27160 -3.32210
C 1.20760 -1.08200 -4.41450
C 0.32100 -1.15190 -5.47650
C -0.84810 -0.41500 -5.44770
C -1.12180 0.39930 -4.36050
C -0.23110 0.48750 -3.30130
As -0.64380 1.48890 -1.68370
C -2.15300 2.61790 -2.20880
C 0.68330 2.91970 -2.01620
H 4.01290 -0.39960 -3.49930
H 4.62810 0.31130 -1.99490
H 3.67870 1.30150 -3.11830
H 3.24010 -2.48890 -2.31180
H 1.66040 -2.74550 -1.53700
H 3.07610 -2.26610 -0.56410
H 2.10610 -1.68610 -4.42690
H 0.53830 -1.79320 -6.31660
H -1.55550 -0.48490 -6.26070
H -2.05000 0.95920 -4.32200
H -3.08950 2.05800 -2.24520
H -1.96890 3.11460 -3.16640
H -2.25690 3.38600 -1.43400
H 0.61970 3.17950 -3.07820
H 1.70490 2.59870 -1.79650
H 0.43680 3.80550 -1.42560
O -4.42180 -4.58570 -2.81200
C -4.95690 -3.30750 -2.54650
C -3.96140 -2.52580 -1.65860
C -3.59840 -3.40330 -0.43980
O -2.50530 -4.24840 -0.65270
C -2.73230 -2.15930 -2.50120
Se -1.02330 -2.05090 -1.53700
C -4.65460 -1.26640 -1.15140
Se -3.48840 -0.00570 -0.10890
H -5.09600 -5.13110 -3.22860
H -5.91410 -3.39690 -2.01510
H -5.13020 -2.75720 -3.48120
H -4.47860 -3.98630 -0.13920
H -3.32220 -2.74230 0.38750
H -2.71460 -4.79800 -1.42030
H -2.88190 -1.17470 -2.95860
H -2.56270 -2.90390 -3.28340
H -5.46690 -1.54030 -0.47210
H -5.06990 -0.68240 -1.97670
N 0.01680 -2.48680 1.55750
C -0.12950 -3.37950 2.55040
C -1.38100 -3.17240 3.08670
C -1.93440 -2.13200 2.33290
N -1.06910 -1.73040 1.41770
H 0.79990 -2.36820 0.92190
H 0.63620 -4.08180 2.81170
H -1.85160 -3.70700 3.88530
H -2.91550 -1.69570 2.39660
*
```

Summary:
ΔE to the lowest compared entry with this formula, charge and spin (kcal/mol): 26.4
E_LUMO (alpha / beta) (eV): -2.616 / -1.740
Electronic energy (hartree): -12981.2611

Here are the Mulliken charges for atoms 1 to 4, given in e: number 1, V, carries 0.623; number 2, O, carries -0.052; number 3, P, carries 0.769; number 4, C, carries -1.558

---

(5)
ORCA calculation (ωB97M-V/def2-TZVPD) on the ion C3H2N3S with charge +1 in a non-equilibrium geometry.

ORCA input file:
```
! wB97M-V def2-TZVPD RIJCOSX def2/J DEFGRID3
* xyz 1 3
C -0.85413 -0.24318 0.43519
C 0.38067 -0.69046 0.05454
C -0.73092 -2.94785 -0.71421
N -1.91816 -5.08991 -0.83796
N -1.99029 0.02649 0.27406
N -1.30700 -4.15112 -0.91063
S 0.61480 -2.10606 -1.06893
H -2.87200 0.66614 0.04138
H 1.10504 0.24634 0.00386
*
```

Summary:
ΔE to the lowest compared entry with this formula, charge and spin (kcal/mol): 61.5
E_LUMO (alpha / beta) (eV): -5.272 / -7.546
Electronic energy (hartree): -677.4475

Here are the natural (NBO) charges for atoms 1 to 4, given in e: number 1, C, carries 0.523; number 2, C, carries -0.351; number 3, C, carries -0.344; number 4, N, carries 0.158

---

(6)
ORCA calculation (ωB97M-V/def2-TZVPD) on a structure of composition C5H7NO2 in a non-equilibrium geometry.

ORCA input file:
```
! wB97M-V def2-TZVPD RIJCOSX def2/J DEFGRID3
* xyz 0 1
C 2.22293 0.13457 -0.09148
C 0.72572 -0.34708 -0.15623
C 0.40978 -1.65806 0.02888
C -1.45020 -0.44792 -0.19132
C -0.49916 0.40667 -0.10845
H 2.24828 0.95040 0.54791
H 2.64751 -0.89234 0.53729
H 2.70215 0.43585 -1.15902
H 1.11091 -2.54640 -0.12621
H -3.14465 -0.03407 1.05858
H -1.81392 1.80090 0.68018
H -0.78684 2.44439 -0.91950
N -0.65844 1.83082 0.13555
O -0.95658 -1.68768 0.07090
O -2.75749 -0.39003 -0.30709
*
```

Summary:
ΔE to the lowest compared entry with this formula, charge and spin (kcal/mol): 152.6
E_LUMO (eV): -1.063
Electronic energy (hartree): -399.7224

Here are the natural (NBO) charges for atoms 1 to 4, given in e: number 1, C, carries -0.618; number 2, C, carries -0.096; number 3, C, carries 0.070; number 4, C, carries 0.488

---

(7)
ORCA calculation (ωB97M-V/def2-TZVPD) on a cluster of 2 separate species, C4H4F3N in total in a non-equilibrium geometry.

ORCA input file:
```
! wB97M-V def2-TZVPD RIJCOSX def2/J DEFGRID3
* xyz 0 1
C 1.10122 -2.17629 -0.36244
C 0.94407 -1.05878 0.04743
C 0.59501 0.24379 0.54033
C -1.65467 0.22116 0.09639
N 0.92820 1.35056 -0.17479
F -1.63522 1.02906 -0.90851
F -2.48656 0.70275 1.02729
F -2.13523 -0.98851 -0.32421
H 1.46427 -3.04114 -0.74009
H 0.52494 0.23383 1.67578
H 1.44259 2.07019 0.33431
H 0.91136 1.41337 -1.21149
*
```

Summary:
ΔE to the lowest compared entry with this formula, charge and spin (kcal/mol): 66.5
E_LUMO (alpha / beta) (eV): 0.405 / 0.405
Electronic energy (hartree): -509.0229

Here are the natural (NBO) charges for atoms 1 to 4, given in e: number 1, C, carries -0.182; number 2, C, carries -0.066; number 3, C, carries -0.075; number 4, C, carries 0.878